(1)
Computed, not measured: a structure of composition C23H10Br2F5IrNO4S in a non-equilibrium geometry, with ωB97M-V/def2-TZVPD.

Its multiplicity is 2. The charge is 0. Its largest force on an atom is 1.538 eV Å⁻¹. The calculation puts the orbital gap (alpha / beta) at 6.6 / 4.5 eV. The value obtained for the energy relative to the best compared isomer or geometry (same formula, charge and spin) is 43.6 kJ/mol. As for the expectation value of S²: 0.790. The calculation puts the HOMO energy (alpha / beta) at -7.949 / -7.878 eV.

Last column: natural (NBO) charge in e.
CARTESIAN COORDINATES (ANGSTROEM)
Ir: 0.965 0.304 0.485  1.16
O: -0.792 1.194 -2.672  -0.63
C: 0.299 1.332 -2.153  0.79
O: 0.473 1.715 -0.897  -0.76
C: 1.565 1.145 -2.914  -0.23
C: 1.660 1.664 -4.203  -0.15
C: 2.841 1.571 -4.915  -0.23
C: 3.939 0.940 -4.339  -0.19
C: 3.847 0.397 -3.072  -0.26
C: 2.658 0.492 -2.343  -0.05
S: 2.672 -0.354 -0.792  -0.03
H: 0.789 2.144 -4.629  0.23
H: 2.910 1.987 -5.911  0.22
H: 4.870 0.861 -4.885  0.22
H: 4.698 -0.105 -2.628  0.22
C: 0.175 -2.532 -1.033  -0.67
C: -0.947 -1.566 -0.870  0.31
C: -2.191 -1.798 -1.477  -0.23
C: -3.208 -0.887 -1.388  -0.10
C: -3.023 0.273 -0.623  -0.06
C: -3.967 1.333 -0.455  -0.01
Br: -5.641 1.228 -1.279  0.14
C: -3.680 2.452 0.309  -0.26
C: -2.479 2.553 0.990  -0.12
Br: -2.091 4.030 2.047  0.18
C: -1.509 1.507 0.902  0.46
O: -0.459 1.436 1.583  -0.56
C: -1.794 0.419 0.005  0.14
N: -0.771 -0.453 -0.150  -0.35
H: -0.208 -3.517 -1.291  0.23
H: 0.765 -2.588 -0.121  0.26
H: 0.837 -2.189 -1.830  0.26
H: -2.322 -2.708 -2.044  0.24
H: -4.148 -1.056 -1.894  0.24
H: -4.404 3.250 0.389  0.25
F: -0.437 -1.844 6.939  -0.29
C: 0.088 -1.535 5.749  0.24
C: 1.357 -0.991 5.657  0.28
F: 2.068 -0.782 6.767  -0.29
C: 1.886 -0.655 4.427  0.28
F: 3.107 -0.116 4.382  -0.29
C: 1.189 -0.856 3.230  0.21
O: 1.784 -0.542 2.087  -0.73
C: -0.079 -1.422 3.360  0.29
F: -0.816 -1.692 2.262  -0.33
C: -0.626 -1.751 4.588  0.27
F: -1.850 -2.286 4.644  -0.29

=====

(2)
Computed, not measured: a structure of composition C23H11BCl5CrF12N3 in a non-equilibrium geometry, with ωB97M-V/def2-TZVPD.

Its multiplicity is 2. The charge is -1. Its largest force on an atom is 1.367 eV Å⁻¹. The calculation puts the orbital gap (alpha / beta) at 5.0 / 5.1 eV. The value obtained for the energy relative to the best compared isomer or geometry (same formula, charge and spin) is 0.0 kJ/mol. As for the expectation value of S²: 1.000. The calculation puts the HOMO energy (alpha / beta) at -4.144 / -4.003 eV.

Last column: natural (NBO) charge in e.
CARTESIAN COORDINATES (ANGSTROEM)
Cr: 0.176 -0.018 0.288  0.83
C: 0.786 2.876 -0.887  -0.42
N: 0.361 2.238 0.358  -0.43
C: -0.862 2.857 0.896  -0.22
C: -2.080 2.804 -0.006  -0.20
N: -2.636 1.468 -0.251  -0.74
C: -4.029 1.336 -0.213  0.06
C: -4.910 2.242 -0.803  0.31
F: -4.432 3.267 -1.525  -0.30
C: -6.282 2.106 -0.713  0.26
F: -7.087 3.003 -1.294  -0.29
C: -6.825 1.022 -0.051  0.26
F: -8.150 0.879 0.034  -0.29
C: -5.983 0.088 0.521  0.26
F: -6.501 -0.954 1.173  -0.29
C: -4.612 0.250 0.444  0.38
F: -3.840 -0.644 1.040  -0.28
C: 1.429 2.387 1.375  -0.23
C: 2.655 1.525 1.044  -0.23
N: 2.166 0.406 0.285  -0.64
C: 2.910 -0.502 -0.358  0.13
C: 4.209 -0.844 -0.139  0.16
F: 4.847 -0.221 0.898  -0.35
C: 5.053 -1.813 -0.775  0.36
F: 6.347 -1.418 -0.826  -0.33
C: 4.810 -2.994 -1.350  0.21
F: 5.817 -3.561 -2.043  -0.32
C: 3.539 -3.763 -1.501  0.35
F: 3.865 -5.096 -1.529  -0.34
C: 1.398 -2.479 -0.808  0.20
F: 0.532 -3.009 -1.785  -0.37
H: 0.903 3.961 -0.750  0.17
H: 0.061 2.695 -1.679  0.21
H: 1.734 2.447 -1.201  0.23
H: -0.661 3.925 1.080  0.18
H: -1.074 2.370 1.846  0.24
H: -1.858 3.305 -0.952  0.19
H: -2.845 3.410 0.476  0.21
H: 1.004 2.059 2.320  0.23
H: 1.704 3.447 1.465  0.18
H: 3.131 1.241 1.987  0.20
H: 3.404 2.089 0.473  0.18
F: -0.372 0.233 1.994  -0.60
B: -1.795 0.327 -0.572  0.86
F: -2.430 -0.571 -1.367  -0.53
Cl: 0.932 -0.237 -2.180  0.11
C: 2.083 -1.247 -1.341  -0.20
C: 0.518 -1.969 0.318  -0.20
C: 0.374 -2.869 1.384  0.03
Cl: -0.892 -2.597 2.537  0.03
C: 1.202 -3.955 1.571  -0.14
Cl: 0.966 -5.035 2.894  0.04
C: 2.318 -4.187 0.677  0.00
Cl: 3.513 -5.317 1.221  0.04
C: 2.441 -3.512 -0.487  -0.11
Cl: 2.969 -3.449 -3.211  -0.05

=====

(3)
Computed, not measured: a structure of composition C23H14Br4N3O4ReS2, with ωB97M-V/def2-TZVPD.

Its multiplicity is 2. The charge is -1. Its largest force on an atom is 0.764 eV Å⁻¹. The calculation puts the orbital gap (alpha / beta) at 6.3 / 6.9 eV. The value obtained for the energy relative to the best compared isomer or geometry (same formula, charge and spin) is 0.0 kJ/mol. As for the expectation value of S²: 0.757. The calculation puts the HOMO energy (alpha / beta) at -4.784 / -5.017 eV.

Last column: natural (NBO) charge in e.
CARTESIAN COORDINATES (ANGSTROEM)
Re: 0.288 0.543 -0.665  1.40
C: 1.234 2.056 3.394  -0.68
C: 0.630 1.887 2.029  0.37
N: 0.929 0.858 1.299  -0.31
N: 1.877 -0.016 1.860  -0.38
C: 2.631 -0.563 0.972  -0.06
S: 2.513 -0.299 -0.748  -0.09
S: 3.915 -1.563 1.661  0.26
C: 4.020 -2.916 0.447  -0.55
C: 2.835 -3.843 0.494  -0.06
C: 1.914 -3.863 -0.546  -0.21
C: 0.796 -4.686 -0.481  -0.19
C: 0.594 -5.500 0.621  -0.21
C: 1.516 -5.492 1.661  -0.23
C: 2.625 -4.665 1.598  -0.16
C: -0.210 2.933 1.466  -0.23
C: -0.981 3.751 2.311  -0.10
C: -1.711 4.806 1.823  -0.28
C: -1.644 5.103 0.455  -0.17
C: -0.877 4.341 -0.389  -0.26
C: -0.172 3.221 0.085  0.39
O: 0.532 2.509 -0.785  -0.65
H: 2.305 1.871 3.349  0.25
H: 0.822 1.313 4.079  0.24
H: 1.051 3.054 3.779  0.22
H: 4.942 -3.433 0.716  0.23
H: 4.144 -2.479 -0.541  0.25
H: 2.054 -3.206 -1.395  0.23
H: 0.071 -4.669 -1.284  0.22
H: -0.288 -6.124 0.680  0.21
H: 1.362 -6.121 2.529  0.20
H: 3.329 -4.637 2.422  0.20
H: -1.024 3.517 3.367  0.20
H: -2.328 5.398 2.485  0.21
H: -2.214 5.932 0.056  0.21
H: -0.831 4.544 -1.451  0.23
Br: -5.894 1.896 -3.680  0.07
C: -4.093 1.415 -3.372  -0.16
C: -3.274 1.031 -4.433  -0.16
Br: -3.948 0.955 -6.197  0.07
C: -1.942 0.690 -4.183  -0.17
Br: -0.749 0.182 -5.556  0.07
C: -1.435 0.722 -2.895  0.27
O: -0.174 0.409 -2.592  -0.65
C: -2.264 1.081 -1.815  0.25
O: -1.733 1.069 -0.618  -0.69
C: -3.585 1.444 -2.074  -0.16
Br: -4.609 1.987 -0.584  0.07
O: -1.659 -3.009 0.661  -0.57
C: -0.998 -2.138 0.224  0.85
N: -0.291 -1.295 -0.237  -0.76

=====

(4)
Computed, not measured: a structure of composition C23H14BrN3O4STi, with ωB97M-V/def2-TZVPD.

Its multiplicity is 2. The charge is +1. Its largest force on an atom is 0.662 eV Å⁻¹. The calculation puts the orbital gap (alpha / beta) at 7.2 / 7.3 eV. As for the expectation value of S²: 0.753. The calculation puts the HOMO energy (alpha / beta) at -10.992 / -11.077 eV.

Last column: natural (NBO) charge in e.
CARTESIAN COORDINATES (ANGSTROEM)
Ti: 0.238 -0.472 -0.820  1.62
Br: 6.191 -1.460 3.003  0.10
C: 4.760 -1.525 1.778  -0.12
C: 5.023 -1.605 0.407  -0.15
C: 3.992 -1.664 -0.502  -0.27
C: 2.662 -1.609 -0.075  0.43
O: 1.679 -1.671 -0.978  -0.72
C: 2.398 -1.525 1.311  -0.24
C: 1.057 -1.601 1.815  0.26
N: 0.024 -1.342 1.090  -0.53
C: -1.298 -1.662 1.485  0.10
C: -1.774 -1.819 2.755  -0.18
C: -3.118 -2.205 2.960  -0.18
C: -3.955 -2.435 1.906  -0.16
C: -3.488 -2.263 0.579  -0.10
C: -4.276 -2.480 -0.574  -0.08
C: -3.741 -2.273 -1.814  -0.26
C: -2.415 -1.821 -1.917  0.12
N: -1.643 -1.625 -0.868  -0.54
C: -2.163 -1.852 0.380  0.22
C: 3.466 -1.510 2.227  -0.15
H: 6.048 -1.628 0.062  0.24
H: 4.187 -1.744 -1.562  0.24
H: 0.925 -1.963 2.834  0.20
H: -1.133 -1.645 3.609  0.23
H: -3.480 -2.323 3.972  0.24
H: -4.979 -2.744 2.069  0.23
H: -5.302 -2.807 -0.462  0.24
H: -4.318 -2.430 -2.712  0.25
H: -1.981 -1.606 -2.886  0.22
H: 3.257 -1.473 3.288  0.23
O: -0.577 0.738 -2.575  -0.62
C: 0.239 1.613 -2.228  0.63
N: 1.414 1.198 -1.669  -0.89
S: 1.548 2.090 -0.316  2.30
O: 0.619 1.313 0.551  -0.95
O: 2.853 2.337 0.180  -0.85
C: 0.685 3.500 -0.929  -0.32
C: 0.608 4.788 -0.453  -0.17
C: -0.222 5.661 -1.152  -0.16
C: -0.949 5.235 -2.258  -0.18
C: -0.875 3.921 -2.712  -0.16
C: -0.029 3.063 -2.040  -0.08
H: 1.168 5.108 0.415  0.25
H: -0.302 6.689 -0.828  0.24
H: -1.583 5.941 -2.777  0.24
H: -1.442 3.587 -3.570  0.24

=====

(5)
Computed, not measured: the molecule C23H14ClF3N2O5S in a non-equilibrium geometry, with ωB97M-V/def2-TZVPD.

The charge is 0. Its largest force on an atom is 5.927 eV Å⁻¹. The calculation puts the orbital gap at 7.7 eV. Its structure (SMILES) is O=C(O)Cc1nc(-c2ccc(-c3ccc(NC(=O)c4ccc(OC(F)(F)F)cc4)cc3Cl)o2)cs1. The calculation puts the HOMO energy at -7.787 eV.

Last column: natural (NBO) charge in e.
CARTESIAN COORDINATES (ANGSTROEM)
O: -0.893 3.270 -1.991  -0.60
O: 6.392 -7.118 1.480  -0.59
F: -2.332 10.261 2.498  -0.29
F: -2.845 8.140 3.161  -0.32
F: -0.700 8.910 3.119  -0.30
Cl: -3.703 -2.737 -0.183  -0.03
N: 3.118 -4.856 -0.293  -0.41
O: 5.386 -5.739 3.073  -0.65
O: 0.476 -3.537 -0.811  -0.42
O: -1.945 8.586 1.144  -0.53
S: 3.914 -7.353 -0.647  0.46
C: -1.617 3.304 -0.994  0.65
C: 5.651 -6.171 1.793  0.78
C: 4.101 -5.673 -0.052  0.10
C: 2.341 -6.868 -0.954  -0.46
C: -0.447 -5.625 -0.944  -0.28
C: -1.520 -4.572 -1.052  -0.28
C: 2.087 -5.578 -0.741  0.06
C: 0.759 -4.954 -0.853  0.27
C: -0.879 -3.384 -0.942  0.29
C: -0.580 6.862 0.121  -0.24
C: -2.980 6.618 0.532  -0.24
C: -0.625 5.613 -0.501  -0.15
C: -2.963 5.380 -0.011  -0.19
C: -0.382 -0.902 -1.442  -0.10
C: -0.666 0.504 -1.506  -0.26
C: -2.865 -0.152 -0.778  -0.30
C: -2.594 -1.458 -0.801  0.05
C: -1.772 7.341 0.710  0.28
C: -1.784 4.720 -0.434  -0.11
C: -1.367 -1.920 -1.124  -0.15
C: -1.987 0.866 -1.135  0.17
N: -2.267 2.135 -0.701  -0.59
C: -1.929 8.987 2.550  1.18
C: 5.281 -5.169 0.789  -0.57
H: 5.978 -6.377 3.517  0.50
H: 1.513 -7.403 -1.432  0.25
H: -0.733 -6.652 -0.917  0.23
H: -2.502 -4.825 -1.272  0.23
H: 0.318 7.464 0.189  0.23
H: -3.925 7.013 1.065  0.23
H: 0.292 5.262 -0.929  0.23
H: -3.834 4.843 0.202  0.21
H: 0.721 -1.192 -1.657  0.23
H: 0.166 1.212 -1.781  0.27
H: -3.845 -0.079 -0.252  0.23
H: -3.156 2.163 -0.046  0.41
H: 6.089 -4.982 0.051  0.26
H: 5.056 -4.177 1.183  0.26

=====

What is the charge in the fourth record?
+1